C38H67ClF5IN4O12PS2 | wB97M-V/def2-TZVPD

Results
E_LUMO (eV): -3.797
Net charge: +1
E_HOMO (eV): -9.5
Total energy (eV): -136179.7129
HOMO-LUMO gap (eV): 5.660
Multiplicity: 1
Molecular weight (g/mol): 1124.42

Element x y z (Å)
C: 5.1353 -1.7944 0.1479
C: 5.1057 -2.2766 -1.3053
P: 3.4908 -2.4727 -2.1515
C: 3.6744 -2.8358 -3.9231
C: 3.5977 -4.3047 -4.3740
C: 1.8481 -2.5255 -1.2738
O: 2.2631 -2.0495 -0.0104
N: 1.2783 -3.8779 -1.1280
C: 2.2255 -4.9668 -0.9706
C: 3.1748 -4.8128 0.2312
C: 3.0939 -5.7957 1.3225
O: 2.5677 -4.4062 1.4260
C: -0.1338 -4.3331 -1.1776
C: -0.5821 -4.5687 0.2689
C: -1.9517 -5.1648 0.6083
C: -1.9155 -5.9010 1.9434
I: -1.4537 -4.6285 3.5763
N: -0.1787 -5.5367 -2.0244
C: -0.5767 -6.6324 -1.6750
O: -1.0013 -7.6762 -1.4139
C: -1.0593 -3.3103 -1.9084
O: -1.8773 -2.7143 -0.9931
S: -2.3128 -4.2459 -3.0674
O: -3.1299 -4.9999 -2.1624
O: -1.8052 -4.8439 -4.2547
C: -3.4263 -2.8364 -3.6648
F: -3.6230 -3.0629 -4.9465
F: -2.7990 -1.6359 -3.5263
C: -4.8097 -2.7481 -2.9626
F: -4.6717 -2.6869 -1.6510
F: -5.5460 -3.7663 -3.2879
F: -5.3841 -1.6335 -3.3670
N: -0.2718 -2.2638 -2.6503
Cl: 0.4523 -3.0285 -4.0586
C: 0.7834 -1.4837 -1.8254
C: 0.0635 -0.7385 -0.6856
C: -1.1896 0.1112 -1.0292
C: -1.0834 1.5801 -0.5914
S: -1.3498 1.8027 1.1707
C: 1.3008 -0.4365 -2.8349
C: 2.3356 0.6729 -2.5513
C: 2.3674 1.5510 -1.3183
N: 2.8643 0.9592 -0.1214
O: 2.0594 2.7094 -1.4108
H: 4.3883 -2.2596 0.7796
H: 6.1166 -2.0581 0.5509
H: 5.0727 -0.7128 0.2137
H: 5.6784 -1.5637 -1.9036
H: 5.6664 -3.2137 -1.3788
H: 4.6807 -2.4726 -4.1569
H: 3.0257 -2.2353 -4.5635
H: 3.6791 -4.3680 -5.4604
H: 4.4395 -4.8608 -3.9568
H: 2.6824 -4.7874 -4.0349
H: 1.7746 -2.5470 0.6624
H: 2.8191 -5.1682 -1.8650
H: 1.6785 -5.8825 -0.7617
H: 4.1770 -4.4342 0.0115
H: 3.8927 -5.8935 2.0447
H: 2.2605 -6.4888 1.3477
H: -0.5099 -3.5998 0.7675
H: 0.2044 -5.1666 0.7378
H: -2.6949 -4.3714 0.6804
H: -2.3204 -5.8787 -0.1259
H: -1.1620 -6.6893 1.9254
H: -2.8687 -6.3875 2.1367
H: -2.3560 -1.9488 -1.3399
H: -0.8977 -1.5617 -3.0527
H: 0.8018 -0.0985 -0.2199
H: -0.2219 -1.4329 0.1032
H: -2.0441 -0.3006 -0.4860
H: -1.4653 0.1267 -2.0898
H: -0.1011 1.9776 -0.8335
H: -1.8003 2.1724 -1.1602
H: -2.5855 1.3015 1.2435
H: 1.6891 -0.9330 -3.7205
H: 0.4065 0.0871 -3.2028
H: 2.2134 1.3750 -3.3793
H: 3.3381 0.2530 -2.6692
H: 3.7849 1.3326 0.0873
H: 2.2445 1.1845 0.6491
C: -2.2705 5.9010 -2.9086
C: -3.1560 5.0594 -2.0260
O: -2.7152 4.1124 -1.4070
C: -4.5960 5.4701 -1.9314
H: -1.2529 5.5173 -2.8875
H: -2.6453 5.8891 -3.9334
H: -2.2787 6.9338 -2.5570
H: -5.0663 5.4474 -2.9165
H: -4.6423 6.4836 -1.5330
H: -5.1265 4.7961 -1.2618
C: -2.5010 8.5891 1.7743
C: -3.4800 7.6154 1.1761
O: -4.0112 7.8135 0.1050
C: -3.7746 6.3673 1.9734
H: -2.3778 9.4377 1.1057
H: -2.8556 8.9382 2.7442
H: -1.5356 8.1043 1.9261
H: -4.1829 6.6373 2.9489
H: -2.8569 5.7978 2.1307
H: -4.4915 5.7480 1.4396
C: -5.3961 -1.0686 1.8718
C: -5.3067 0.3331 2.4285
O: -4.2461 0.8193 2.7483
C: -6.6017 1.0908 2.5681
H: -4.4009 -1.5079 1.8242
H: -6.0309 -1.6855 2.5091
H: -5.8391 -1.0459 0.8746
H: -7.2820 0.5521 3.2294
H: -7.0839 1.1903 1.5941
H: -6.4056 2.0782 2.9775
C: -0.9479 6.4953 4.8460
C: -0.3978 7.8987 4.9513
O: -1.0894 8.8688 4.7516
C: 1.0606 8.0263 5.3193
H: -2.0015 6.5333 4.5807
H: -0.4011 5.9325 4.0868
H: -0.8348 5.9763 5.7989
H: 1.6803 7.5194 4.5776
H: 1.2438 7.5621 6.2896
H: 1.3355 9.0769 5.3636
C: 7.8061 1.6969 3.4359
C: 6.9450 0.5864 2.8898
O: 6.5464 0.5916 1.7470
C: 6.6038 -0.5370 3.8385
H: 7.9816 2.4403 2.6626
H: 7.3131 2.1678 4.2877
H: 8.7617 1.2961 3.7773
H: 6.0684 -0.1453 4.7047
H: 7.5170 -1.0166 4.1938
H: 5.9821 -1.2713 3.3313